# 1
19
Properties=species:S:1:pos:R:3 method="wB97M-V/def2-TZVPD" total_energy_ev=-11957.024 smiles="C[C@@H](C=O)NCO.O" charge=0 de_lowest_kj_mol=297.7
H 2.196 0.895 0.965
N 0.109 0.701 1.457
H -1.043 -1.288 -1.997
H 0.098 2.275 -0.599
H -1.527 -1.409 2.243
H 0.380 -1.133 -0.673
O -1.796 -1.547 -2.549
H -1.213 -0.492 0.262
C 1.208 0.568 0.539
H 1.831 -1.437 0.211
C -1.199 0.128 1.170
C 1.319 -0.669 -0.398
C 1.029 1.672 -0.545
H 0.443 0.751 2.403
H -1.797 -0.736 -3.081
H -1.927 0.930 1.037
H 1.885 -0.526 -1.319
O -1.705 -0.477 2.414
O 1.708 1.794 -1.540

***

# 2
14
Properties=species:S:1:pos:R:3 method="wB97M-V/def2-TZVPD" total_energy_ev=-19536.236 charge=0 de_lowest_kj_mol=347.8
N -0.269 1.090 -0.263
H -1.555 0.807 1.283
N 2.004 0.246 -0.192
O 2.880 -0.917 0.020
H -0.965 -3.041 0.323
C -1.562 1.071 0.158
N 0.265 -1.236 -0.109
H 2.071 0.892 0.503
S -1.297 -1.668 -0.177
H -2.450 0.477 -0.332
H 2.212 -1.637 0.117
H -1.936 2.219 0.076
C 0.609 -0.050 -0.179
H -0.008 1.746 -1.228

***

# 3
290
Properties=species:S:1:pos:R:3 method="wB97M-V/def2-TZVPD" total_energy_ev=-136749.832 charge=0 de_lowest_kj_mol=0.0
H 19.922 12.218 14.909
H 13.232 12.266 21.033
H 21.461 11.710 16.939
H 20.537 16.094 26.869
H 14.479 10.857 16.928
H 22.189 10.570 18.084
H 15.529 7.736 18.947
H 8.895 16.675 15.899
H 14.623 15.589 21.948
C 10.562 15.981 16.744
H 20.886 11.160 12.830
H 14.542 13.954 22.720
O 16.828 13.481 21.338
H 23.725 11.224 14.057
H 26.768 16.051 20.493
H 13.812 12.332 10.112
H 17.595 15.619 22.811
C 12.866 13.156 13.338
H 11.076 15.524 26.145
H 21.128 13.932 24.802
H 11.476 16.447 18.669
H 10.824 13.718 13.334
H 11.781 9.479 15.789
C 13.146 17.573 14.959
C 21.145 9.556 16.514
H 22.054 15.323 26.433
H 15.462 11.948 13.383
C 18.162 16.513 23.125
H 10.653 10.431 26.763
H 16.235 14.200 16.987
H 22.378 10.556 12.221
C 15.376 13.404 28.501
C 12.305 9.591 23.759
H 12.499 11.148 13.997
H 15.423 16.144 27.479
C 14.271 14.258 18.062
H 22.931 16.937 23.385
H 15.678 15.021 12.937
H 10.677 11.086 23.489
H 11.838 14.667 14.507
H 27.372 14.875 18.027
H 22.279 18.836 25.321
H 21.862 13.252 18.624
H 11.174 18.939 21.952
C 25.710 15.806 20.412
N 13.142 14.085 12.290
H 12.202 11.493 22.744
H 15.776 20.103 18.819
H 23.772 8.559 14.783
O 17.858 18.508 18.862
C 13.866 14.586 19.465
H 16.712 11.965 26.501
C 21.890 17.961 25.846
H 9.787 7.532 22.666
H 25.141 12.515 20.211
C 23.794 14.479 21.169
O 13.377 18.803 15.713
H 10.939 16.238 21.389
N 20.183 17.165 24.301
O 20.105 8.586 14.702
H 14.865 18.836 16.945
H 18.767 13.736 19.544
C 11.077 8.566 25.732
H 9.513 10.140 25.431
C 14.410 13.970 11.534
C 14.048 13.176 14.321
H 23.992 10.207 16.407
O 15.406 16.641 14.774
H 13.099 16.868 15.803
H 11.210 9.866 19.903
H 24.227 12.156 18.703
C 13.754 9.609 23.306
H 10.683 8.399 16.724
C 12.580 11.671 13.047
H 25.260 15.360 22.435
H 14.034 14.082 14.906
H 21.586 13.321 20.383
H 18.410 14.266 17.904
C 10.275 16.949 23.279
H 16.342 12.943 28.656
C 13.785 15.746 26.097
H 12.267 16.960 22.364
C 23.545 13.930 19.751
H 15.211 11.139 27.076
H 14.186 7.725 16.162
C 11.418 11.444 17.959
H 12.030 11.645 24.441
H 18.246 17.224 22.286
C 22.876 11.138 14.743
H 15.144 11.844 11.209
H 19.492 10.807 16.995
H 20.145 13.755 26.237
O 19.104 15.377 15.824
H 20.845 16.042 21.814
H 20.841 14.499 22.688
H 23.089 15.300 21.285
H 15.802 11.958 18.075
H 11.014 7.680 20.204
C 16.640 12.301 18.672
H 18.121 15.392 19.229
H 13.459 11.213 12.573
H 21.033 18.304 26.420
H 17.572 18.260 17.978
C 15.616 11.896 26.428
C 19.248 13.069 14.860
H 12.259 14.270 28.856
C 15.254 8.767 18.663
H 9.422 7.333 25.284
H 13.765 12.411 15.055
H 11.616 17.784 17.487
H 9.702 18.294 24.584
C 13.751 8.554 18.263
C 11.764 11.008 23.609
H 13.655 15.385 28.666
C 16.682 18.327 19.595
C 19.530 15.998 23.623
H 14.627 18.040 13.492
H 10.036 17.817 19.467
H 17.610 17.016 23.938
H 11.465 9.136 21.876
H 19.419 14.937 21.718
H 13.747 15.639 25.015
H 12.211 7.748 22.648
C 15.786 14.393 26.285
H 19.912 18.704 23.188
C 23.063 8.776 13.998
C 20.407 14.454 25.456
H 13.984 13.239 17.719
H 18.362 12.761 15.430
H 13.924 15.193 9.763
H 23.632 14.866 16.952
H 23.448 16.293 24.899
H 14.585 18.829 19.375
C 22.611 16.292 24.191
H 11.994 15.929 28.281
N 13.159 9.846 17.983
H 11.893 8.380 27.748
C 11.186 17.078 22.080
C 21.531 10.274 12.851
C 14.538 15.188 10.669
O 12.987 9.901 26.023
H 16.474 13.756 11.997
C 22.006 10.758 17.021
H 16.054 15.587 18.087
H 13.267 6.814 19.420
H 27.250 13.956 19.553
H 11.539 15.716 16.300
C 15.527 19.016 18.835
H 9.924 9.394 18.791
C 12.695 15.082 28.249
H 22.582 7.894 13.582
H 12.250 7.027 26.619
H 25.832 13.998 21.546
O 12.094 14.036 11.357
H 18.998 9.058 16.784
H 26.295 13.491 18.114
C 11.617 13.666 14.103
O 24.159 14.275 17.489
C 22.016 13.864 19.524
H 13.199 16.646 26.293
H 15.457 17.061 15.653
H 14.304 10.504 23.633
H 12.126 17.641 14.542
C 10.205 8.194 23.434
O 20.557 18.005 23.187
H 17.564 12.043 18.160
H 13.087 11.588 26.744
O 10.498 18.092 24.077
H 23.672 9.149 13.159
H 18.458 15.446 15.114
H 17.337 14.153 21.781
C 10.998 9.320 18.980
H 18.134 13.110 13.151
H 13.821 9.421 26.125
O 13.745 10.249 16.710
N 16.073 14.156 20.325
H 15.417 13.028 9.956
H 18.740 14.166 24.164
H 11.693 11.429 12.447
C 15.285 15.804 26.449
H 9.403 9.205 26.940
C 14.653 13.835 20.552
H 16.872 18.862 20.529
H 10.570 16.017 23.771
H 22.674 17.584 26.524
C 25.832 16.584 18.091
H 15.421 14.466 28.730
H 11.861 12.075 17.198
H 15.579 15.330 10.383
N 13.625 13.356 26.522
C 14.204 14.578 21.898
C 11.560 14.539 26.046
H 15.799 16.543 25.829
N 20.906 9.733 15.130
H 11.761 14.272 25.014
C 11.480 7.730 26.975
N 12.291 8.992 25.115
H 16.487 17.265 19.768
C 14.235 12.351 20.618
H 16.188 13.092 14.488
C 10.069 9.662 26.226
H 23.709 11.905 16.443
H 16.593 11.718 19.604
H 11.744 11.722 18.970
H 10.326 11.467 17.911
O 19.001 13.370 13.471
H 22.452 15.314 23.755
C 22.052 9.930 14.258
H 22.767 8.023 16.844
H 14.636 12.981 29.193
H 21.009 9.453 12.331
C 13.739 7.456 17.111
C 23.231 10.961 16.185
C 11.481 7.906 19.253
H 14.228 11.927 19.625
H 13.970 15.671 19.636
C 21.464 16.813 25.015
C 14.668 12.683 10.679
H 20.815 14.487 14.981
H 23.388 13.654 21.777
H 10.097 15.076 17.182
H 20.704 7.820 14.517
C 15.022 13.247 26.981
H 15.784 14.136 25.219
H 20.214 13.785 16.553
H 13.079 19.480 15.098
H 12.009 13.172 10.901
O 15.541 18.465 17.546
C 12.961 7.870 19.429
H 14.280 16.096 11.213
C 14.305 17.161 14.107
H 13.887 16.434 13.410
H 14.154 8.672 23.659
H 12.819 14.340 19.657
H 18.479 15.362 25.422
C 11.688 9.982 17.801
H 25.163 16.756 20.501
C 16.640 13.810 19.013
C 26.687 14.325 18.683
H 15.825 9.106 17.799
H 26.817 17.021 18.265
H 21.066 7.515 17.027
O 11.106 18.246 21.294
H 25.764 16.498 16.997
C 21.770 8.335 17.184
H 13.221 8.248 20.408
C 19.752 9.749 17.154
C 24.161 12.502 19.727
C 21.100 15.666 26.027
O 12.907 12.411 27.267
C 15.406 12.991 13.711
O 9.814 16.564 15.661
C 19.915 14.244 15.579
C 12.945 14.670 26.777
C 25.574 15.335 18.983
H 9.229 16.816 22.984
N 24.135 14.920 18.791
H 13.716 14.956 17.391
H 21.812 8.557 18.257
C 15.579 13.998 12.596
C 11.026 9.428 16.558
H 9.575 9.083 23.497
H 10.597 7.218 27.359
H 15.325 9.455 19.514
H 25.159 17.393 18.425
C 25.188 14.860 21.466
H 19.821 9.665 18.260
C 11.560 8.615 22.836
H 15.172 11.833 25.436
H 11.373 12.922 14.862
H 14.919 11.702 21.148
H 13.115 14.579 21.830
C 15.766 14.532 17.927
C 19.224 14.991 24.706
H 16.811 14.283 26.605
H 10.997 6.693 24.734
H 23.454 11.852 20.248
H 10.146 10.008 16.271
H 21.569 14.852 19.426
C 18.054 14.337 18.952
H 22.295 12.065 14.625
C 20.216 15.328 22.352
H 10.963 13.774 26.527
H 14.280 6.623 17.559
H 13.591 9.586 22.231
C 10.911 17.020 17.899
O 9.828 17.700 18.510
C 10.345 7.578 24.752
H 11.037 7.233 18.531
H 12.722 7.057 16.958

***

# 4
127
Properties=species:S:1:pos:R:3 method="wB97M-V/def2-TZVPD" total_energy_ev=-104584.295 charge=-1
O 3.485 -8.966 0.294
C -5.391 1.073 0.518
O 2.572 -9.615 2.242
O -7.162 8.065 -6.126
C -6.675 2.541 2.390
C -0.491 -4.013 2.307
O 0.187 -3.201 -1.177
C -7.969 1.924 0.142
H -7.608 4.726 -3.551
H -1.808 2.929 3.718
O 5.912 -0.396 3.228
H 2.127 -5.559 -4.108
H -4.846 0.157 4.791
C 1.622 2.021 -6.117
C -0.409 2.589 -5.370
C -2.135 5.535 2.076
C -6.935 5.259 -4.225
O 4.883 -4.043 1.029
C -4.350 1.203 4.801
H -2.457 6.559 2.518
H -4.475 0.504 0.116
H 7.413 -3.387 5.825
H 4.637 -1.873 2.779
Si -3.810 1.563 2.999
C -3.130 4.446 2.733
H -6.637 3.049 3.410
H -0.698 -5.039 1.999
H 4.505 -0.870 1.323
C -2.522 2.961 2.803
H -2.235 3.709 -0.030
H 0.186 3.242 1.905
H -0.477 5.091 3.584
C 2.758 -9.925 0.929
O 0.962 2.458 -5.014
H -3.454 1.107 5.518
C -7.966 2.640 1.518
C 0.248 4.341 1.547
H 6.462 -2.785 1.531
C 7.659 -2.508 5.227
H 8.624 -2.669 4.738
H 4.572 -7.385 1.091
O 3.263 -2.536 1.406
C -2.903 3.058 -2.523
H 1.578 -3.786 2.880
H -8.900 1.937 -0.522
O 2.335 -10.914 0.400
C -6.691 1.181 -0.343
O 2.820 1.963 -6.210
H -6.732 0.665 -1.368
H 8.603 -0.987 6.445
H -8.909 3.185 1.864
H -0.794 0.634 -6.218
O -1.610 -3.452 2.983
H 1.364 4.628 1.691
H 4.135 0.674 -4.321
H -1.862 2.683 1.902
H -2.518 0.201 1.331
C 3.405 -8.501 2.532
H 0.155 -7.060 -2.917
O 6.671 -2.280 4.232
C 5.504 -2.762 1.010
C 0.471 -4.130 -1.875
C -6.046 6.221 -3.502
H -0.605 3.629 -5.646
H -0.262 -5.738 -4.031
H 2.818 -7.138 0.954
H 0.930 4.068 -0.551
C -2.933 -0.055 2.369
C 0.259 -5.990 -3.102
H -0.099 6.392 2.345
C -0.032 4.456 -0.031
O 6.842 0.179 -3.788
C 0.597 -3.932 3.330
H 5.671 -2.466 -0.030
H -5.156 1.922 5.193
H 4.240 -0.692 -5.454
O 0.224 -2.804 4.109
H -6.519 6.639 -2.608
H -2.323 5.639 0.942
C -6.918 7.222 -5.305
H 2.317 -6.142 -2.438
C 4.752 -0.169 -4.646
H -6.372 4.531 -4.814
O 2.711 -4.697 1.015
C -5.389 1.756 1.938
H -1.056 2.315 -4.533
H 0.629 -4.813 3.979
H 6.894 -1.279 6.841
H -1.292 1.993 -7.251
H 4.344 -8.865 2.962
O 7.213 -0.271 5.079
H 6.606 -0.439 -5.735
O -1.789 -1.888 4.612
C -0.591 5.349 2.473
O -7.666 6.103 -5.109
O 0.756 1.658 -7.102
O -5.859 7.264 -4.453
C -0.548 1.654 -6.529
C -1.231 3.536 -0.569
H -0.276 -3.412 1.419
C -1.464 3.722 -2.152
C 6.139 0.249 -5.023
C -1.121 -2.645 3.963
C 7.627 -1.242 6.030
H -4.085 4.398 2.083
C 3.543 -3.836 1.139
H -3.463 4.828 3.766
H -0.613 3.197 -2.727
H -0.117 5.560 -0.368
H -2.095 -0.360 3.115
C 6.167 -0.697 -2.993
H -5.090 5.773 -3.221
H -1.532 4.830 -2.424
H 2.924 -7.830 3.245
H -0.968 2.426 -0.376
C 4.500 -1.893 1.700
H 6.173 1.260 -5.433
H -3.755 -0.862 2.307
O -3.942 3.799 -2.623
O 6.577 -1.117 -1.946
O -0.306 -5.236 -2.040
O 1.616 -4.219 -2.607
C 1.690 -5.545 -3.108
C 3.598 -7.866 1.189
O -2.915 1.678 -2.680
C 6.540 -0.931 4.099
O 4.968 -1.035 -3.538

***

# 5
12
Properties=species:S:1:pos:R:3 method="wB97M-V/def2-TZVPD" total_energy_ev=-10719.980 charge=0 de_lowest_kj_mol=176.6
N -1.943 -0.829 -0.564
N 2.308 -0.848 0.082
H -2.928 -0.678 -0.382
C -1.171 -0.008 -0.045
H -0.476 1.746 0.629
O 0.139 -0.677 0.679
C 1.130 -0.198 -0.032
H -2.049 1.811 -0.031
H 3.080 -0.568 -0.497
O 0.894 0.691 -0.859
H 2.347 -1.698 0.616
N -1.330 1.257 0.405

***

What did the second record say?
14
Properties=species:S:1:pos:R:3 method="wB97M-V/def2-TZVPD" total_energy_ev=-19536.236 charge=0 de_lowest_kj_mol=347.8
N -0.269 1.090 -0.263
H -1.555 0.807 1.283
N 2.004 0.246 -0.192
O 2.880 -0.917 0.020
H -0.965 -3.041 0.323
C -1.562 1.071 0.158
N 0.265 -1.236 -0.109
H 2.071 0.892 0.503
S -1.297 -1.668 -0.177
H -2.450 0.477 -0.332
H 2.212 -1.637 0.117
H -1.936 2.219 0.076
C 0.609 -0.050 -0.179
H -0.008 1.746 -1.228